1 | Entry from OMol25: 2 unconnected molecules or ions with the total composition C7H14N2 (the ωB97M-V functional and the def2-TZVPD basis).

Values from the calculation:
highest occupied orbital energy: -0.308 Eh
molecular weight: 126.203 g/mol
structure (SMILES): Cc1c[nH]cn1.CCC

Last column: Löwdin charge in e.
Geometry (Å):
C (-2.892, 2.360, 1.794)  -0.070
C (-2.224, 1.052, 1.519)  -0.378
C (-2.923, -0.149, 1.533)  -0.064
N (-1.968, -1.057, 1.059)  0.042
C (-0.970, -0.280, 0.306)  -0.124
N (-1.099, 0.981, 0.713)  0.076
H (-2.514, 2.572, 2.740)  0.037
H (-4.123, 2.399, 1.643)  0.144
H (-2.559, 3.126, 1.124)  0.051
H (-3.840, -0.229, 2.068)  0.105
H (-2.181, -2.000, 1.106)  0.094
H (-0.395, -0.670, -0.581)  0.108
C (2.494, -0.891, -2.611)  -0.095
C (2.228, -0.125, -1.191)  -0.267
C (2.812, -1.085, -0.201)  -0.177
H (3.032, -1.719, -2.679)  -0.002
H (2.878, -0.065, -3.383)  0.107
H (1.593, -1.062, -3.128)  0.026
H (2.784, 0.882, -1.196)  0.116
H (1.110, 0.072, -1.065)  0.063
H (2.243, -1.971, -0.209)  0.045
H (3.835, -1.481, -0.196)  0.078
H (2.676, -0.658, 0.838)  0.086

***

2 | Entry from OMol25: 2 unconnected molecules or ions with the total composition C7H14N2 (the ωB97M-V functional and the def2-TZVPD basis).

Values from the calculation:
highest occupied orbital energy: -0.309 Eh
molecular weight: 126.203 g/mol
structure (SMILES): CCc1c[nH]cn1.CC

Last column: Löwdin charge in e.
Geometry (Å):
C (-0.103, 0.584, -3.593)  -0.100
C (-0.277, -0.376, -2.395)  -0.209
C (0.123, 0.270, -1.106)  -0.332
C (1.244, -0.226, -0.425)  -0.075
N (1.391, 0.557, 0.668)  0.036
C (0.450, 1.540, 0.620)  -0.182
N (-0.304, 1.366, -0.456)  0.091
H (0.955, 0.709, -3.816)  0.068
H (-0.571, 1.538, -3.352)  0.070
H (-0.529, 0.110, -4.479)  0.064
H (-1.325, -0.686, -2.284)  0.109
H (0.319, -1.272, -2.573)  0.101
H (1.806, -1.120, -0.613)  0.109
H (1.944, 0.313, 1.473)  0.144
H (0.499, 2.457, 1.176)  0.111
C (-0.411, -1.851, 3.135)  -0.175
C (-1.710, -1.096, 2.874)  -0.170
H (0.148, -2.060, 2.223)  0.050
H (0.226, -1.379, 3.880)  0.056
H (-0.713, -2.788, 3.606)  0.058
H (-1.701, -0.081, 3.264)  0.057
H (-1.866, -1.081, 1.790)  0.060
H (-2.586, -1.580, 3.310)  0.059

***

3 | Entry from OMol25: a single C7H14N2 molecule (the ωB97M-V functional and the def2-TZVPD basis).

Values from the calculation:
highest occupied orbital energy (spin up / spin down): -0.265 / -0.265 Eh
molecular weight: 126.203 g/mol

Last column: Löwdin charge in e.
Geometry (Å):
C (-0.373, -0.135, -0.966)  -0.285
C (0.934, -0.153, -0.826)  -0.049
C (-1.322, 0.026, 0.323)  -0.174
C (-1.128, -0.203, -2.291)  -0.070
C (2.319, -0.165, -1.188)  -0.094
C (0.576, 1.770, 1.250)  -0.196
C (-0.574, -1.529, 1.911)  -0.085
N (0.679, 0.373, 1.477)  -0.018
N (-0.529, -0.188, 1.435)  -0.307
H (-1.759, 1.085, 0.300)  0.127
H (-2.297, -0.534, 0.068)  0.142
H (-1.999, 0.589, -2.248)  0.112
H (-1.765, -1.151, -2.264)  0.085
H (-0.530, -0.312, -3.167)  0.054
H (2.646, 0.952, -1.210)  0.119
H (2.505, -0.466, -2.193)  0.064
H (2.813, -0.580, -0.333)  0.070
H (-0.260, 2.299, 1.817)  0.088
H (1.572, 2.246, 1.636)  0.102
H (0.299, 2.050, 0.177)  0.080
H (-0.269, -1.754, 2.995)  0.110
H (-1.566, -1.924, 1.760)  0.075
H (0.028, -2.296, 1.537)  0.052

***

4 | Entry from OMol25: 2 unconnected molecules or ions with the total composition C7H14N2 (the ωB97M-V functional and the def2-TZVPD basis).

Values from the calculation:
highest occupied orbital energy (spin up / spin down): -0.281 / -0.281 Eh
molecular weight: 126.203 g/mol

Last column: Löwdin charge in e.
Geometry (Å):
C (2.084, -2.288, -1.098)  0.139
C (1.620, -1.284, -0.557)  -0.174
C (-0.907, 1.283, 0.775)  -0.071
C (0.037, -0.619, 1.962)  -0.082
C (-1.322, -1.030, 0.046)  -0.059
C (1.043, -0.046, -0.203)  -0.156
C (-0.238, -0.047, 0.546)  -0.650
N (0.207, 1.909, -2.483)  -0.069
N (0.924, 0.788, -2.171)  -0.034
H (2.728, -3.080, -1.377)  0.015
H (-0.188, 1.907, 1.453)  0.119
H (-1.147, 1.860, -0.131)  0.070
H (-1.780, 1.074, 1.364)  0.066
H (0.557, -1.633, 1.933)  0.104
H (-0.929, -0.607, 2.468)  0.085
H (0.790, -0.009, 2.501)  0.085
H (-1.337, -1.108, -1.099)  0.107
H (-1.053, -2.100, 0.447)  0.117
H (-2.252, -0.708, 0.360)  0.037
H (1.817, 0.557, 0.362)  0.138
H (-0.763, 1.735, -2.747)  0.091
H (0.415, 2.622, -1.900)  0.028
H (1.926, 1.191, -2.217)  0.095

***

Need the numbers? Relative energies in kcal/mol: 1 61.2; 2 0.0; 3 132.2; 4 125.2.

***

1 | Entry from OMol25: 3 unconnected molecules or ions with the total composition C7H14N2 (the ωB97M-V functional and the def2-TZVPD basis).

Values from the calculation:
highest occupied orbital energy: -0.249 Eh
molecular weight: 126.203 g/mol

Last column: Löwdin charge in e.
Geometry (Å):
C (0.599, 0.265, -0.391)  -0.476
C (0.327, -0.875, 0.372)  -0.057
C (0.724, 1.608, 0.270)  -0.057
C (0.225, 0.284, -1.838)  -0.070
C (-2.258, -0.376, 1.929)  -0.098
C (-1.759, -0.391, 0.511)  -0.291
C (2.606, -0.619, -0.238)  -0.113
N (-2.480, -0.335, -0.522)  0.073
N (3.335, -0.822, -1.244)  0.036
H (-3.493, -0.249, -0.332)  0.054
H (2.835, -0.746, -2.137)  0.032
H (0.234, -1.830, -0.129)  0.100
H (0.568, -0.878, 1.429)  0.087
H (3.085, -0.680, 0.754)  0.072
H (1.572, 2.151, -0.156)  0.088
H (0.866, 1.528, 1.348)  0.083
H (-0.177, 2.200, 0.089)  0.090
H (0.781, 1.047, -2.386)  0.087
H (0.386, -0.689, -2.307)  0.087
H (-0.844, 0.529, -1.916)  0.069
H (-3.353, -0.454, 1.982)  0.068
H (-1.947, 0.547, 2.426)  0.070
H (-1.830, -1.214, 2.486)  0.068

***

2 | Entry from OMol25: 2 unconnected molecules or ions with the total composition C7H14N2 (the ωB97M-V functional and the def2-TZVPD basis).

Values from the calculation:
highest occupied orbital energy: -0.322 Eh
molecular weight: 126.203 g/mol
structure (SMILES): CCc1c[nH]cn1.CC

Last column: Löwdin charge in e.
Geometry (Å):
C (0.315, 0.653, -2.453)  -0.128
C (-0.241, 1.840, -1.643)  -0.227
C (-0.452, 1.559, -0.198)  -0.310
C (0.237, 1.857, 0.940)  -0.043
N (-0.665, 1.498, 1.987)  0.029
C (-1.780, 0.799, 1.426)  -0.178
N (-1.664, 0.808, 0.119)  0.087
H (0.570, 0.851, -3.420)  0.002
H (-0.565, -0.056, -2.612)  0.087
H (1.279, -0.042, -2.065)  0.128
H (0.301, 2.818, -1.568)  0.113
H (-1.255, 1.954, -2.221)  0.141
H (1.200, 2.278, 1.127)  0.105
H (-0.487, 1.637, 2.952)  0.112
H (-2.539, 0.405, 2.060)  0.104
C (1.463, -2.255, 0.437)  -0.158
C (0.025, -2.511, 0.949)  -0.167
H (2.101, -2.673, 1.223)  0.062
H (1.674, -2.765, -0.426)  0.019
H (1.666, -1.167, 0.294)  0.060
H (0.028, -3.429, 1.560)  0.064
H (-0.841, -2.475, 0.189)  0.086
H (-0.368, -1.584, 1.342)  0.014

***

3 | Entry from OMol25: 2 unconnected molecules or ions with the total composition C7H14N2 (the ωB97M-V functional and the def2-TZVPD basis).

Values from the calculation:
highest occupied orbital energy: -0.315 Eh
molecular weight: 126.203 g/mol
structure (SMILES): Cc1c[nH]cn1.CCC

Last column: Löwdin charge in e.
Geometry (Å):
C (0.237, 1.532, 2.061)  -0.064
C (0.331, 0.059, 2.213)  -0.394
C (1.292, -0.776, 1.649)  -0.046
N (0.991, -2.075, 2.187)  0.017
C (-0.082, -1.918, 3.047)  -0.167
N (-0.571, -0.609, 3.049)  0.082
H (0.706, 1.852, 1.138)  0.052
H (0.622, 2.069, 2.859)  0.049
H (-0.877, 1.715, 2.011)  0.106
H (2.074, -0.625, 0.872)  0.118
H (1.273, -2.980, 1.897)  0.119
H (-0.402, -2.820, 3.656)  0.127
C (-0.618, -0.513, -3.297)  -0.141
C (-1.085, 0.651, -2.475)  -0.332
C (-0.021, 1.143, -1.478)  -0.113
H (-1.358, -1.013, -3.874)  0.046
H (0.106, -0.306, -4.090)  0.073
H (-0.213, -1.290, -2.535)  0.108
H (-2.062, 0.443, -1.988)  0.111
H (-1.323, 1.518, -3.037)  0.076
H (-0.139, 1.161, -0.372)  0.033
H (0.318, 2.230, -1.669)  0.097
H (0.801, 0.551, -1.824)  0.042

***

4 | Entry from OMol25: 3 unconnected molecules or ions with the total composition C7H14N2 (the ωB97M-V functional and the def2-TZVPD basis).

Values from the calculation:
highest occupied orbital energy (spin up / spin down): -0.229 / -0.218 Eh
molecular weight: 126.203 g/mol

Last column: Löwdin charge in e.
Geometry (Å):
C (0.391, -0.204, 0.415)  -0.209
C (-1.821, 0.267, 0.124)  -0.306
C (0.840, 0.804, 1.437)  -0.073
C (-2.446, -1.047, 0.498)  -0.129
C (0.510, -0.002, -0.922)  -0.234
N (-2.254, 0.755, -1.160)  -0.020
C (2.593, -0.841, -0.438)  -0.103
C (3.684, -0.109, -0.281)  -0.131
N (0.333, 0.327, -2.066)  0.198
H (0.266, -1.232, 0.726)  0.120
H (-1.901, 1.028, 0.899)  0.093
H (-3.072, 0.286, -1.543)  0.087
H (-2.426, 1.753, -1.163)  0.088
H (-0.656, 0.677, -2.179)  0.073
H (2.628, -1.865, -0.812)  0.026
H (0.118, 0.843, 2.253)  0.075
H (1.808, 0.515, 1.844)  0.072
H (0.923, 1.800, 1.003)  0.090
H (-2.148, -1.356, 1.500)  0.071
H (-2.151, -1.835, -0.204)  0.078
H (-3.548, -1.010, 0.486)  0.072
H (3.637, 0.914, 0.089)  0.028
H (4.690, -0.469, -0.508)  0.033

***

Need the numbers? Relative energies in kcal/mol: 1 90.4; 2 13.8; 3 0.0; 4 126.8.

***

1 | Entry from OMol25: a single C7H14N2 molecule (the ωB97M-V functional and the def2-TZVPD basis).

Values from the calculation:
highest occupied orbital energy: -0.342 Eh
molecular weight: 126.203 g/mol
structure (SMILES): CC(C)N=C=NC(C)C

Last column: Löwdin charge in e.
Geometry (Å):
C (-3.210, -0.343, -0.669)  -0.077
C (-2.244, -0.031, 0.481)  -0.412
C (-1.931, 1.499, 0.511)  -0.064
N (-1.028, -0.923, 0.445)  0.132
C (-0.015, -0.759, -0.222)  -0.233
N (1.055, -0.818, -0.846)  0.114
C (2.313, -0.240, -0.327)  -0.452
C (2.537, 1.210, -0.717)  -0.080
C (2.538, -0.402, 1.192)  -0.066
H (-2.740, -0.155, -1.638)  0.077
H (-4.144, 0.236, -0.653)  0.077
H (-3.521, -1.403, -0.644)  0.079
H (-2.642, -0.264, 1.444)  0.106
H (-1.493, 1.708, -0.481)  0.076
H (-2.886, 2.085, 0.583)  0.092
H (-1.222, 1.731, 1.265)  0.052
H (3.044, -0.816, -0.887)  0.121
H (2.511, 1.345, -1.781)  0.064
H (1.775, 1.909, -0.287)  0.088
H (3.512, 1.495, -0.304)  0.077
H (2.406, -1.449, 1.435)  0.073
H (1.779, 0.185, 1.763)  0.085
H (3.506, -0.023, 1.503)  0.070

***

2 | Entry from OMol25: 2 unconnected molecules or ions with the total composition C7H14N2 (the ωB97M-V functional and the def2-TZVPD basis).

Values from the calculation:
highest occupied orbital energy: -0.315 Eh
molecular weight: 126.203 g/mol
structure (SMILES): Cc1c[nH]cn1.CCC

Last column: Löwdin charge in e.
Geometry (Å):
C (0.836, -3.269, -2.045)  -0.053
C (0.942, -1.821, -1.731)  -0.369
C (0.010, -0.824, -1.967)  -0.064
N (0.641, 0.384, -1.685)  0.039
C (1.909, 0.061, -1.285)  -0.197
N (2.096, -1.232, -1.364)  0.078
H (0.245, -3.802, -1.289)  0.072
H (1.823, -3.683, -1.823)  0.075
H (0.413, -3.602, -2.986)  0.073
H (-1.045, -0.826, -2.184)  0.107
H (0.163, 1.144, -1.240)  0.125
H (2.753, 0.673, -1.024)  0.112
C (-2.270, 1.401, 1.669)  -0.111
C (-0.781, 0.988, 1.801)  -0.307
C (0.160, 2.119, 2.143)  -0.122
H (-2.712, 0.911, 0.798)  0.057
H (-2.362, 2.472, 1.484)  0.063
H (-2.917, 1.039, 2.468)  0.064
H (-0.701, 0.193, 2.555)  0.100
H (-0.545, 0.414, 0.907)  0.068
H (1.019, 2.233, 1.466)  0.063
H (-0.300, 3.093, 2.214)  0.059
H (0.622, 1.937, 3.118)  0.069

***

3 | Entry from OMol25: a single C7H14N2 molecule (the ωB97M-V functional and the def2-TZVPD basis).

Values from the calculation:
highest occupied orbital energy: -0.285 Eh
molecular weight: 126.203 g/mol
structure (SMILES): C=CCNC(=C)CNC

Last column: Löwdin charge in e.
Geometry (Å):
C (-0.445, -2.745, 0.437)  -0.024
C (-0.703, -1.671, -0.379)  -0.211
C (0.232, -1.002, -1.352)  -0.199
N (-0.234, 0.339, -1.697)  0.004
C (-0.348, 1.350, -0.755)  -0.379
C (-0.038, 2.623, -1.018)  0.035
C (-0.858, 0.934, 0.607)  -0.174
N (0.031, -0.078, 1.185)  -0.180
C (1.309, 0.468, 1.618)  -0.117
H (0.577, -3.009, 0.666)  0.049
H (-1.232, -3.461, 0.628)  0.042
H (-1.741, -1.527, -0.666)  0.102
H (1.223, -0.969, -0.887)  0.112
H (0.280, -1.590, -2.275)  0.125
H (0.084, 0.672, -2.595)  0.122
H (-0.161, 3.391, -0.275)  0.047
H (0.213, 2.951, -2.015)  0.049
H (-0.953, 1.818, 1.254)  0.113
H (-1.828, 0.444, 0.488)  0.118
H (-0.339, -0.780, 1.895)  0.135
H (1.801, 0.953, 0.775)  0.075
H (1.944, -0.345, 1.969)  0.078
H (1.186, 1.234, 2.393)  0.075

***

4 | Entry from OMol25: a single C7H14N2 molecule (the ωB97M-V functional and the def2-TZVPD basis).

Values from the calculation:
highest occupied orbital energy (spin up / spin down): -0.266 / -0.254 Eh
molecular weight: 126.203 g/mol

Last column: Löwdin charge in e.
Geometry (Å):
C (3.028, 1.107, 0.214)  0.034
C (2.222, 0.015, 0.034)  -0.265
C (0.295, -1.307, -0.975)  -0.115
C (1.156, -0.079, -0.730)  -0.128
C (-1.102, -1.354, -0.151)  -0.392
C (-0.840, -1.698, 1.252)  -0.100
C (-1.592, 2.247, 0.053)  -0.121
N (-1.713, -0.067, -0.293)  -0.084
N (-1.215, 0.911, 0.455)  -0.052
H (3.805, 0.886, 0.896)  0.034
H (2.968, 2.033, -0.392)  0.070
H (2.465, -0.766, 0.599)  0.064
H (0.014, -1.417, -2.147)  0.156
H (0.806, -2.064, -0.541)  0.048
H (1.069, 0.921, -1.276)  0.126
H (-1.777, -2.041, -0.670)  0.137
H (-0.379, -2.679, 1.275)  0.071
H (-1.855, -1.751, 1.848)  0.112
H (-0.426, -0.898, 1.978)  0.105
H (-2.180, 2.205, -0.863)  0.067
H (-2.077, 2.933, 0.807)  0.095
H (-0.697, 2.679, -0.150)  0.023
H (-1.973, 0.186, -1.223)  0.115

***

Need the numbers? Relative energies in kcal/mol: 1 2.1; 2 0.0; 3 46.0; 4 111.4.

***

1 | Entry from OMol25: 2 unconnected molecules or ions with the total composition C7H14N2 (the ωB97M-V functional and the def2-TZVPD basis).

Values from the calculation:
highest occupied orbital energy: -0.315 Eh
molecular weight: 126.203 g/mol
structure (SMILES): CCc1c[nH]cn1.CC

Last column: Löwdin charge in e.
Geometry (Å):
C (0.738, 2.311, 0.312)  -0.092
C (-0.305, 1.241, 0.582)  -0.207
C (-1.215, 1.045, -0.598)  -0.342
C (-2.328, 1.776, -0.932)  -0.058
N (-2.715, 1.271, -2.163)  0.036
C (-1.784, 0.368, -2.533)  -0.210
N (-0.874, 0.194, -1.609)  0.107
H (0.443, 3.077, -0.404)  0.073
H (1.684, 1.834, 0.033)  0.072
H (0.957, 2.839, 1.256)  0.070
H (0.061, 0.231, 0.744)  0.069
H (-0.991, 1.402, 1.425)  0.111
H (-2.977, 2.384, -0.325)  0.111
H (-3.348, 1.738, -2.784)  0.140
H (-1.825, -0.095, -3.509)  0.116
C (1.227, -2.279, 0.932)  -0.150
C (2.335, -3.120, 1.657)  -0.161
H (0.330, -2.380, 1.531)  0.060
H (1.525, -1.247, 1.007)  0.034
H (1.178, -2.639, -0.084)  0.061
H (1.908, -3.802, 2.389)  0.054
H (3.055, -2.469, 2.147)  0.052
H (2.923, -3.679, 0.926)  0.054

***

2 | Entry from OMol25: 2 unconnected molecules or ions with the total composition C7H14N2 (the ωB97M-V functional and the def2-TZVPD basis).

Values from the calculation:
highest occupied orbital energy: -0.316 Eh
molecular weight: 126.203 g/mol
structure (SMILES): Cc1c[nH]cn1.CCC

Last column: Löwdin charge in e.
Geometry (Å):
C (0.605, 3.472, -1.495)  -0.053
C (0.679, 1.980, -1.539)  -0.369
C (-0.316, 1.139, -1.961)  -0.072
N (0.238, -0.120, -1.932)  0.035
C (1.524, 0.024, -1.547)  -0.219
N (1.832, 1.278, -1.350)  0.098
H (-0.232, 3.868, -0.915)  0.072
H (0.624, 3.962, -2.467)  0.072
H (1.478, 3.807, -0.934)  0.070
H (-1.370, 1.336, -2.030)  0.111
H (-0.204, -0.926, -2.340)  0.145
H (2.171, -0.822, -1.528)  0.111
C (0.291, -2.301, 1.113)  -0.130
C (-0.311, -1.560, 2.281)  -0.333
C (-1.828, -1.351, 2.180)  -0.120
H (0.168, -1.738, 0.181)  0.038
H (-0.305, -3.186, 0.863)  0.071
H (1.349, -2.545, 1.193)  0.071
H (-0.072, -1.935, 3.282)  0.098
H (0.194, -0.586, 2.341)  0.099
H (-2.321, -2.313, 2.305)  0.069
H (-2.100, -0.695, 3.013)  0.067
H (-2.094, -0.787, 1.286)  0.066

***

Need the numbers? Relative energies in kcal/mol: 1 5.4; 2 0.0.